# 1
Density functional theory data (ωB97M-V/def2-TZVPD) for a molecular structure, C18H16LiN3S5Se in a non-equilibrium geometry.

```
! RIJCOSX wB97M-V def2-TZVPD def2/J DEFGRID3
* xyz -2 1
Li -0.7196 0.4498 -0.6928
S -3.9576 -4.2863 2.9343
C -3.0045 -2.9595 2.2399
S -2.2115 -3.4712 0.6847
C -2.1691 -1.7275 0.1664
C -2.3471 0.1076 1.0949
S -2.4707 1.7382 1.4418
S -3.1929 -0.9553 3.5466
S -1.7920 -1.5483 -1.5692
C 1.0582 1.4134 1.5948
N 1.2744 0.2580 0.7482
C 2.5662 0.3325 0.1004
C 1.1620 -0.9582 1.5382
C -0.2689 -1.2506 1.8928
C -0.6371 -2.0066 2.9358
C -2.0319 -2.3783 3.2997
C -3.8184 -1.6751 1.9747
C -3.3798 -0.9307 0.7119
C -1.3062 -0.8013 0.9829
H 1.8462 1.5152 2.3626
H 0.0980 1.3217 2.0942
H 1.0336 2.3184 0.9893
H 3.4007 0.3376 0.8259
H 2.6185 1.2393 -0.4986
H 2.6851 -0.5205 -0.5647
H 1.7801 -0.8979 2.4547
H 1.5353 -1.7923 0.9312
H 0.1264 -2.3932 3.6036
H -2.0203 -3.0039 4.1967
H -4.9001 -1.8289 2.0113
H -4.2183 -0.6851 0.0534
Se -0.2784 3.6904 -1.4797
N -0.0234 1.9426 -1.7412
C 0.9514 1.7893 -2.6482
C 1.4282 0.5531 -3.0900
C 2.4630 0.5241 -4.0012
C 3.0217 1.7064 -4.4926
C 2.5588 2.9416 -4.0883
C 1.5176 3.0114 -3.1524
N 0.9976 4.1444 -2.6588
H 0.9617 -0.3434 -2.7062
H 2.8455 -0.4278 -4.3436
H 3.8330 1.6502 -5.2080
H 2.9850 3.8564 -4.4756
*
```

Computed properties:
**Molecular weight**: 520.58 Da
**Relative energy (zero: lowest compared OMol25 entry of this formula, charge and spin)**: 2.557 eV
**HOMO level**: -0.2195 eV
**DFT total energy**: -143122.2600 eV
**Frontier orbital gap**: 2.81 eV

Atomic partial charges in e from the Mulliken method, atoms 1 to 2: number 1, Li, carries 0.83; number 2, S, carries -0.63


# 2
Density functional theory data (ωB97M-V/def2-TZVPD) for a molecular structure, C4H4NO3 in a non-equilibrium geometry.

```
! RIJCOSX wB97M-V def2-TZVPD def2/J DEFGRID3
* xyz -1 1
C -1.0723 -0.6371 0.0158
C 1.4681 -0.7683 -1.6584
C -1.0781 0.4305 1.0899
C 0.2581 0.7683 0.3898
N -0.0280 -0.0978 -0.6799
O 2.2630 0.0851 -1.4426
O -1.7808 -1.6080 -0.1146
O 1.2897 -1.8163 -2.0889
H -1.9508 1.2567 1.2299
H -0.7930 0.1066 2.0631
H 0.2930 1.7691 0.1304
H 1.1310 0.5113 1.0656
*
```

Computed properties:
**Molecular weight**: 114.08 Da
**Relative energy (zero: lowest compared OMol25 entry of this formula, charge and spin)**: 0.866 eV
**HOMO level**: -4.4204 eV
**DFT total energy**: -11845.9791 eV
**Frontier orbital gap**: 8.58 eV

Atomic partial charges in e from the Mulliken method, atoms 1 to 2: number 1, C, carries 0.38; number 2, C, carries 0.63


# 3
Density functional theory data (ωB97M-V/def2-TZVPD) for 2 unconnected molecules or ions with the total composition C4H13NOS in a non-equilibrium geometry.

```
! RIJCOSX wB97M-V def2-TZVPD def2/J DEFGRID3
* xyz 0 1
C -1.1257 -1.5063 0.0365
C 0.1658 -1.4954 -0.8064
N 1.1184 -0.3477 -0.9287
C 0.5488 0.8621 -1.7123
C -0.5127 1.5568 -0.9290
S -0.0081 2.0797 0.8077
H -2.0160 -1.0478 -0.5383
H -0.8445 -0.9900 0.9525
H -1.4834 -2.4919 0.3755
H 0.7943 -2.3534 -0.3208
H -0.0445 -1.8200 -1.8607
H 1.4091 -0.1128 -0.0318
H 1.4366 1.5035 -1.9772
H 0.0898 0.4898 -2.5890
H -1.4161 0.8659 -0.8386
H -0.8181 2.4333 -1.4409
H -0.9254 2.9581 0.9380
O 1.0683 0.1147 3.8476
H 1.5677 -0.6546 4.1320
H 0.9958 -0.0439 2.8839
*
```

Computed properties:
**Molecular weight**: 123.22 Da
**SMILES**: CCNCCS.O
**Relative energy (zero: lowest compared OMol25 entry of this formula, charge and spin)**: 1.571 eV
**HOMO level**: -9.0566 eV
**DFT total energy**: -18730.4403 eV
**Frontier orbital gap**: 9.78 eV

Atomic partial charges in e from the Mulliken method, atoms 1 to 2: number 1, C, carries -0.88; number 2, C, carries -0.43


# 4
Density functional theory data (ωB97M-V/def2-TZVPD) for a single C4H12N2O molecule in a non-equilibrium geometry.

```
! RIJCOSX wB97M-V def2-TZVPD def2/J DEFGRID3
* xyz 0 1
C 2.1329 0.1102 -0.1465
N 0.7975 0.5993 -0.4454
C -0.3155 -0.1480 0.1170
C -0.9869 0.6737 1.2182
C -0.0208 -1.5624 0.6245
O -1.3346 -0.3118 -1.0022
N -1.4453 0.7930 -1.9541
H 2.8680 0.7937 -0.5819
H 2.3113 -0.8732 -0.5932
H 2.3207 0.0672 0.9300
H 0.6510 0.5331 -1.4635
H -1.9402 0.2193 1.5113
H -0.3504 0.7589 2.1055
H -1.2225 1.6872 0.8751
H 0.3945 -2.1900 -0.1713
H 0.6745 -1.5649 1.4707
H -0.9453 -2.0531 0.9492
H -2.4595 0.8742 -2.0469
H -1.1296 1.5934 -1.3965
*
```

Computed properties:
**Molecular weight**: 104.15 Da
**SMILES**: CNC(C)(C)ON
**Relative energy (zero: lowest compared OMol25 entry of this formula, charge and spin)**: 3.121 eV
**HOMO level**: -8.8933 eV
**DFT total energy**: -9368.0732 eV
**Frontier orbital gap**: 9.92 eV

Atomic partial charges in e from the Mulliken method, atoms 1 to 2: number 1, C, carries -0.90; number 2, N, carries -0.40


# 5
Density functional theory data (ωB97M-V/def2-TZVPD) for a molecular structure, C12H27F6KNO12S4 in a non-equilibrium geometry.

```
! RIJCOSX wB97M-V def2-TZVPD def2/J DEFGRID3
* xyz -1 1
K -0.8119 0.8526 0.2276
C -2.9436 -1.2218 -0.5190
C -2.0714 -2.4152 -0.0961
C -1.7995 -3.2780 -1.3275
O -0.9100 -2.0364 0.5387
H -2.4560 -0.7367 -1.3696
H -3.0186 -0.4289 0.2266
H -3.9511 -1.5607 -0.7728
H -2.6535 -3.0272 0.6143
H -2.7560 -3.7053 -1.6601
H -1.2220 -4.1846 -1.1343
H -1.2826 -2.7510 -2.1312
C 4.4060 -0.5847 -0.6951
F 5.1100 -1.5035 -0.0454
F 5.1781 0.4874 -0.9233
F 3.9704 -1.0507 -1.8423
S 2.8947 -0.1052 0.3853
O 3.3518 1.0679 1.1371
O 1.7582 0.1107 -0.4893
N 2.5242 -1.5253 1.2396
S 3.0325 -1.2285 2.7296
O 4.4545 -0.9786 2.8729
O 2.1566 -0.3402 3.4926
C 2.7338 -2.9637 3.5033
F 3.1890 -2.9755 4.7475
F 1.4197 -3.2335 3.5699
F 3.3398 -3.8810 2.7667
C -1.7383 4.4509 -0.8417
O -1.2291 3.2868 -1.4587
H -1.1756 5.3332 -1.1580
H -2.7675 4.6555 -1.1490
H -1.7014 4.3506 0.2412
H -1.5976 3.2391 -2.3442
O 0.4655 2.3123 1.9994
S 0.8804 3.3623 2.9506
O 0.7913 4.7566 2.6372
O 0.0870 3.1750 4.3504
C -0.1092 1.8771 4.9151
C -1.5378 1.3810 4.6537
C 2.5605 2.9993 3.5238
H 0.1769 1.9086 5.9621
H 0.4172 1.1358 4.3064
H -1.6811 0.3443 4.9563
H -1.7246 1.3630 3.5788
H -2.2812 2.0511 5.0893
H 2.4956 2.0231 4.0057
H 2.7954 3.8156 4.2015
H 3.2358 2.8629 2.6813
O -3.5897 -0.9948 -6.1594
S -2.2540 -1.4542 -5.7866
O -1.1973 -1.3717 -6.7699
O -1.8160 -0.6957 -4.3965
C -0.3803 -0.6484 -4.1264
C -0.1968 0.5632 -3.2554
C -2.4732 -3.1475 -5.0812
H 0.1865 -0.6175 -5.0561
H -0.0682 -1.5438 -3.5871
H 0.8537 0.7911 -3.0882
H -0.7727 0.3310 -2.3556
H -0.6990 1.4801 -3.5693
H -3.2143 -3.0722 -4.2901
H -1.4917 -3.4151 -4.6997
H -2.8925 -3.6912 -5.9255
*
```

Computed properties:
**Molecular weight**: 658.70 Da
**HOMO level**: -3.6719 eV
**DFT total energy**: -114912.2254 eV
**Frontier orbital gap**: 5.50 eV

Atomic partial charges in e from the Mulliken method, atoms 1 to 2: number 1, K, carries 0.93; number 2, C, carries -1.15


# 6
Density functional theory data (ωB97M-V/def2-TZVPD) for 3 unconnected molecules or ions with the total composition C4H10N2O2 in a non-equilibrium geometry.

```
! RIJCOSX wB97M-V def2-TZVPD def2/J DEFGRID3
* xyz 0 1
C 0.9629 -1.6323 -0.5381
C 0.0814 -0.5890 -1.0931
C -1.1550 -0.6124 -1.6381
N -1.5991 0.6845 -1.8984
C -0.6893 1.5011 -1.4703
N 0.3615 0.7933 -0.8857
H 1.9086 -1.4950 -0.0044
H 0.4968 -1.9520 0.4072
H 1.0969 -2.5811 -1.0596
H -1.8506 -1.3671 -1.9484
H -0.7262 2.5206 -1.8202
H 0.8723 1.0888 -0.0811
O -1.0272 1.4259 2.3348
H -0.7725 0.5211 2.5571
H -1.6439 1.1809 1.6291
O 1.0565 -0.1897 2.0231
H 1.6794 -0.0607 1.2955
H 0.9477 0.7631 2.1907
*
```

Computed properties:
**Molecular weight**: 118.14 Da
**SMILES**: Cc1cnc[nH]1.O.O
**Relative energy (zero: lowest compared OMol25 entry of this formula, charge and spin)**: 2.729 eV
**HOMO level**: -8.8156 eV
**DFT total energy**: -11384.1742 eV
**Frontier orbital gap**: 9.30 eV

Atomic partial charges in e from the Mulliken method, atoms 1 to 2: number 1, C, carries -1.58; number 2, C, carries 0.82


# 7
Density functional theory data (ωB97M-V/def2-TZVPD) for a molecular structure, C28H24N2O4PS4Tl in a non-equilibrium geometry.

```
! RIJCOSX wB97M-V def2-TZVPD def2/J DEFGRID3
* xyz -2 1
Tl 14.7883 11.2027 9.2743
C 7.2502 13.2120 12.1462
C 8.6400 12.5913 12.1011
C 9.2613 12.0446 10.9680
C 10.5953 11.6082 11.0302
C 11.3494 11.8018 12.1923
C 10.6936 12.2905 13.3621
C 9.3394 12.6264 13.3264
S 13.0778 11.3747 12.3194
O 13.0786 10.8186 13.6866
O 13.8030 12.5876 11.9690
N 13.4301 10.3037 11.1868
C 13.5349 8.9008 11.4535
C 13.7773 8.2493 10.0340
O 13.6917 7.0175 10.0680
O 14.0736 9.0517 9.0959
H 6.4219 12.4472 12.3014
H 7.0382 13.7513 11.2031
H 7.1813 13.9080 12.9686
H 8.6019 11.9127 10.1568
H 11.0994 11.1712 10.1480
H 11.3435 12.5439 14.2018
H 8.7897 12.8313 14.2310
H 12.5520 8.4379 11.7475
H 14.3367 8.4688 12.0315
S 19.3905 11.2887 7.4038
C 17.9048 11.7647 6.7256
N 16.9954 10.8284 6.6167
C 17.4333 9.6205 7.0643
C 16.7396 8.3947 7.0670
C 17.3052 7.3879 7.7706
C 18.5976 7.4378 8.3039
C 19.2667 8.6393 8.2906
C 18.7557 9.6896 7.5737
H 17.7510 12.8458 6.5022
H 15.8455 8.3507 6.4386
H 16.6839 6.5183 7.9359
H 19.0774 6.5316 8.5913
H 20.1387 8.7211 8.8978
S 12.7354 16.5610 5.2066
P 12.8268 15.5198 6.9023
S 13.9211 13.9329 7.1758
C 11.1321 14.9980 7.4036
C 10.1117 15.9517 7.3572
C 8.7426 15.5709 7.4890
C 8.4532 14.2338 7.8257
C 9.4996 13.3054 7.8804
C 10.8327 13.6662 7.6319
C 13.0911 16.7551 8.1702
C 12.7757 16.4176 9.4866
C 12.9432 17.3816 10.4768
C 13.5067 18.6465 10.1542
C 13.7347 19.0024 8.8228
C 13.4578 18.0329 7.8344
H 10.4453 17.0171 7.2346
H 8.0785 16.4276 7.4836
H 7.4244 13.8513 7.9866
H 9.2948 12.2084 8.0159
H 11.6257 12.9490 7.5446
H 12.4960 15.3667 9.6906
H 12.6296 17.0967 11.4398
H 13.7124 19.3396 10.9703
H 13.9167 20.0031 8.4967
H 13.6526 18.2974 6.7826
*
```

Computed properties:
**Molecular weight**: 816.13 Da
**Relative energy (zero: lowest compared OMol25 entry of this formula, charge and spin)**: 0.171 eV
**HOMO level**: -2.5007 eV
**DFT total energy**: -97921.6007 eV
**Frontier orbital gap**: 6.26 eV

Atomic partial charges in e from the Mulliken method, atoms 1 to 2: number 1, Tl, carries 0.68; number 2, C, carries -1.28


# 8
Density functional theory data (ωB97M-V/def2-TZVPD) for 2 unconnected molecules or ions with the total composition C2HClO2S in a non-equilibrium geometry.

```
! RIJCOSX wB97M-V def2-TZVPD def2/J DEFGRID3
* xyz 0 3
C -0.1147 -1.2444 0.0982
C 1.0768 -1.9485 0.1268
O 1.2018 -3.1233 -0.0948
O -2.6835 -1.3076 0.2325
S -1.5166 -2.1174 -0.0519
Cl 2.6170 -0.7959 0.0414
H -0.2725 0.4974 0.3434
*
```

Computed properties:
**Molecular weight**: 124.55 Da
**Relative energy (zero: lowest compared OMol25 entry of this formula, charge and spin)**: 3.825 eV
**HOMO level (spin up / spin down)**: -8.6140 / -10.5465 eV
**DFT total energy**: -29535.3894 eV
**Frontier orbital gap (spin up / spin down)**: 7.33 / 5.68 eV

Atomic partial charges in e from the Mulliken method, atoms 1 to 2: number 1, C, carries -0.40; number 2, C, carries 0.70